The following is a DFT calculation (ωB97M-V/def2-TZVPD) of C26H32As2F5N3S2SeZn as an isolated structure.

```
72
Properties=species:S:1:pos:R:3:forces:R:3:mulliken_charge:R:1
Zn 0.873 1.132 1.132 -0.3 0.1 -0.1 1.6803
S 1.739 -0.442 2.809 0.2 0.1 0.1 -0.6721
C 3.163 0.012 1.902 -0.1 -0.1 0.1 0.5022
C 4.467 -0.402 2.184 0.0 -0.1 0.1 -0.8140
C 5.500 0.078 1.410 0.0 0.1 -0.1 -0.1822
C 5.239 0.973 0.373 0.0 0.0 0.0 -0.8700
C 3.928 1.336 0.152 0.2 0.0 -0.1 -0.2345
N 2.929 0.854 0.883 -0.2 0.1 0.1 0.1111
H 4.646 -1.079 3.006 0.0 0.0 0.0 0.4393
H 6.515 -0.234 1.618 0.0 0.0 0.0 0.4003
H 6.030 1.374 -0.241 0.0 0.0 0.0 0.4073
H 3.650 2.033 -0.629 0.0 0.0 0.0 0.3825
C 1.137 1.619 -3.282 0.0 0.0 0.0 -1.5136
As 0.126 1.654 -1.618 0.0 0.1 0.1 0.8657
C -0.901 3.291 -1.945 0.0 0.0 -0.1 -1.0515
C -1.312 0.376 -1.999 0.0 0.0 0.1 0.1515
C -1.520 -0.125 -3.278 -0.1 0.0 0.0 -0.4561
C -2.516 -1.061 -3.517 0.0 0.0 0.0 -0.8031
C -3.314 -1.507 -2.477 0.0 0.0 0.0 -0.8059
C -3.112 -1.015 -1.196 0.0 0.0 0.1 -0.5961
C -2.116 -0.079 -0.947 0.1 0.1 0.0 -0.3664
As -1.717 0.551 0.853 0.2 -0.4 -0.1 0.8193
C -3.258 1.681 1.209 0.0 0.0 0.0 -1.2628
C -2.123 -1.029 1.914 -0.1 0.0 0.0 -1.1445
H 0.503 1.838 -4.140 0.0 0.0 0.0 0.4717
H 1.612 0.646 -3.401 0.0 0.0 0.0 0.3798
H 1.909 2.386 -3.210 0.0 0.0 0.0 0.3975
H -1.619 3.112 -2.745 0.0 0.1 0.0 0.5443
H -0.215 4.083 -2.241 0.0 0.0 0.0 0.4335
H -1.422 3.601 -1.040 0.0 0.0 0.0 -0.0770
H -0.898 0.196 -4.103 0.0 0.0 0.0 0.2802
H -2.665 -1.442 -4.519 0.0 0.0 0.0 0.4088
H -4.093 -2.236 -2.660 0.0 0.0 0.0 0.4337
H -3.734 -1.378 -0.386 0.0 0.0 0.0 0.3184
H -4.168 1.108 1.025 0.0 0.1 0.0 0.4377
H -3.233 2.549 0.553 0.0 0.0 0.0 0.3095
H -3.225 2.021 2.243 0.0 0.0 0.0 0.4157
H -3.176 -1.308 1.849 0.1 0.0 0.0 0.5087
H -1.867 -0.814 2.952 0.0 0.0 0.0 0.4658
H -1.494 -1.842 1.551 0.0 0.1 0.0 0.0752
F -0.669 7.626 -1.234 0.0 0.0 0.0 -0.3249
C -0.410 6.618 -0.400 0.0 -0.2 0.1 0.8307
C 0.802 5.948 -0.463 -0.2 0.0 0.1 -0.1084
F 1.704 6.298 -1.386 0.0 0.0 0.0 -0.3588
C 1.049 4.891 0.397 0.0 0.0 -0.1 0.3338
F 2.227 4.264 0.265 0.0 0.0 0.0 -0.3818
C 0.127 4.461 1.341 0.0 0.0 0.1 -0.2245
Se 0.518 3.064 2.584 0.0 0.1 0.0 -0.3663
C -1.077 5.153 1.376 0.0 0.1 0.0 0.2909
F -2.031 4.819 2.255 0.0 0.0 0.0 -0.4136
C -1.357 6.214 0.528 0.2 -0.1 -0.1 0.2824
F -2.531 6.845 0.596 0.0 0.0 0.0 -0.3163
C 1.275 -5.031 2.647 0.0 0.0 0.0 -1.3671
C 0.239 -4.014 2.195 -0.2 0.0 0.0 -0.5331
N 0.775 -3.038 1.263 0.1 -0.1 -0.1 0.4692
C 0.584 -2.872 -0.044 -0.1 0.0 0.1 0.0975
S 1.071 -1.415 -0.768 0.2 0.0 -0.1 -0.2284
N -0.012 -3.798 -0.820 0.0 0.0 -0.2 -0.0093
C -0.221 -5.220 -0.603 0.1 -0.1 0.0 -0.2358
C -1.691 -5.572 -0.432 0.0 0.0 0.0 -1.0614
H 0.853 -5.698 3.398 0.0 0.0 0.0 0.4001
H 2.131 -4.522 3.086 0.0 0.0 0.0 0.3256
H 1.643 -5.637 1.818 0.0 0.0 0.0 0.2724
H -0.107 -3.446 3.063 0.0 0.0 0.0 0.4363
H -0.648 -4.491 1.773 0.1 0.0 0.1 0.2356
H 1.216 -2.221 1.696 0.1 0.0 0.1 -0.3708
H -0.091 -3.470 -1.771 -0.1 0.0 0.0 0.2669
H 0.374 -5.550 0.248 -0.1 0.1 -0.1 -0.1043
H 0.187 -5.742 -1.473 0.0 0.0 0.0 0.4390
H -2.142 -5.000 0.379 0.0 0.0 0.0 0.2537
H -1.812 -6.633 -0.217 0.0 -0.1 0.0 0.3417
H -2.246 -5.346 -1.342 0.0 0.0 0.0 0.3390
```
Forces are in eV/Å.

net charge	0
Kohn-Sham gap	0.288	hartree
HOMO energy	-7.390	eV

=====

The following is a DFT calculation (ωB97M-V/def2-TZVPD) of C26H32AsFeN7SSeSi as an isolated structure in a non-equilibrium geometry.

```
70
Properties=species:S:1:pos:R:3:forces:R:3:mulliken_charge:R:1
Fe 0.047 -0.366 0.282 0.0 0.2 -0.5 -0.9268
N 2.670 0.016 3.633 0.2 0.3 -0.1 -0.4549
C 2.010 -0.142 2.459 -0.6 -0.3 -0.4 0.5751
S 0.296 -0.300 2.494 0.2 0.1 1.0 -0.5483
N 2.734 -0.235 1.356 0.5 0.3 0.5 -1.9319
N 1.970 -0.409 0.270 -0.5 -0.3 0.5 1.6383
C 2.527 -0.729 -0.830 0.5 0.0 -0.6 -0.5371
C 1.622 -0.987 -1.930 0.0 -0.1 -0.2 0.7895
C 2.039 -1.467 -3.168 0.3 -0.1 0.0 -0.9137
C 1.102 -1.791 -4.126 0.1 0.0 -0.1 -0.4860
C -0.241 -1.622 -3.832 -0.1 0.0 0.0 -0.8618
C -0.580 -1.126 -2.589 0.0 0.1 0.2 -0.0046
N 0.318 -0.800 -1.653 -0.1 0.1 -0.6 0.4965
H 2.112 0.352 4.397 0.0 0.0 0.1 0.2295
H 3.605 0.391 3.566 0.0 -0.1 0.0 0.2679
H 3.600 -0.866 -0.889 0.0 0.0 -0.1 0.3846
H 3.098 -1.616 -3.335 -0.1 0.0 -0.1 0.4823
H 1.406 -2.181 -5.090 0.0 0.0 0.0 0.4207
H -1.011 -1.876 -4.548 0.0 0.0 0.1 0.4691
H -1.615 -0.978 -2.313 0.0 0.0 0.0 0.1453
C -3.700 -0.345 -0.730 0.1 0.0 0.0 -1.5146
As -2.270 -0.321 0.613 -0.5 -0.2 0.0 1.4389
C -2.924 1.216 1.614 0.1 0.1 0.0 -1.5576
C -2.837 -1.862 1.691 -0.2 0.1 0.3 -1.1936
C -4.058 -1.685 2.544 0.1 0.0 0.0 0.1800
C -5.279 -2.255 2.193 0.0 0.1 0.0 -0.3018
C -6.387 -2.137 3.025 0.0 0.0 0.0 -0.6651
C -6.288 -1.442 4.221 0.0 0.0 0.0 -0.4426
C -5.077 -0.862 4.582 0.0 0.0 -0.1 -0.7344
C -3.974 -0.983 3.750 0.0 -0.1 0.0 -0.1058
H -4.662 -0.260 -0.226 0.0 0.0 0.0 0.4655
H -3.677 -1.272 -1.301 0.0 0.0 0.0 0.3735
H -3.580 0.497 -1.414 0.0 0.0 0.0 0.4115
H -3.941 1.044 1.961 0.0 0.0 0.0 0.5359
H -2.911 2.085 0.953 0.0 0.0 0.0 0.3855
H -2.269 1.414 2.461 0.0 0.0 0.0 0.3750
H -1.972 -2.105 2.306 0.1 0.0 0.0 0.5892
H -2.958 -2.676 0.979 0.0 -0.1 0.0 0.3515
H -5.357 -2.807 1.262 0.0 0.0 0.1 0.4200
H -7.325 -2.602 2.748 0.0 0.0 0.0 0.3827
H -7.149 -1.358 4.875 0.1 0.0 0.0 0.3756
H -4.990 -0.331 5.523 0.0 0.0 0.0 0.4062
H -3.021 -0.547 4.034 0.0 0.0 0.0 0.3977
Se 0.964 4.264 2.665 0.1 0.0 0.5 0.2444
N 0.486 5.137 1.212 0.1 0.2 0.1 -0.8192
C 0.213 4.219 0.320 -0.1 -0.6 0.0 0.7361
C -0.205 4.505 -1.004 0.0 0.4 0.0 -0.5406
C -0.461 3.451 -1.792 -0.1 -0.1 -0.4 -1.0711
C -0.325 2.117 -1.304 0.0 -0.2 0.2 -0.0834
N 0.058 1.749 -0.113 0.0 0.7 0.3 0.2276
C 0.351 2.817 0.744 -0.1 0.3 -0.5 0.1881
N 0.756 2.657 1.976 0.2 0.0 0.1 -0.3661
H -0.300 5.529 -1.341 0.0 0.0 0.1 0.4605
H -0.785 3.599 -2.814 0.0 -0.1 0.0 0.4407
H -0.572 1.307 -1.964 -0.1 -0.1 -0.3 0.3974
C -1.800 -5.914 0.152 0.0 -0.2 0.0 -0.9636
Si -0.031 -5.289 0.151 -0.1 0.3 0.0 -0.2873
C 0.790 -5.742 -1.473 0.1 -0.2 -0.1 -0.9526
C 0.912 -6.024 1.589 0.0 -0.2 0.0 -0.9946
C -0.049 -3.484 0.299 0.0 0.3 0.0 -0.2709
C -0.029 -2.258 0.373 0.0 -0.8 0.1 1.1847
H -1.834 -7.008 0.091 0.0 0.1 0.0 0.3217
H -2.351 -5.512 -0.703 0.0 0.0 0.0 0.2780
H -2.321 -5.611 1.065 0.0 0.0 0.0 0.2787
H 0.846 -6.826 -1.623 0.0 0.1 0.0 0.3272
H 1.808 -5.342 -1.508 -0.1 0.0 0.0 0.2840
H 0.234 -5.311 -2.312 0.0 0.0 0.1 0.2568
H 0.931 -7.119 1.544 0.0 0.1 0.0 0.3104
H 0.456 -5.730 2.537 0.0 0.0 0.0 0.3047
H 1.945 -5.666 1.590 -0.1 0.0 0.0 0.3013
```
Forces are in eV/Å.

net charge	0
Kohn-Sham gap	0.202	hartree
HOMO energy	-6.899	eV

=====

The following is a DFT calculation (ωB97M-V/def2-TZVPD) of C26H32Br24F4IN3O5P as an isolated structure in a non-equilibrium geometry.

```
96
Properties=species:S:1:pos:R:3:forces:R:3:mulliken_charge:R:1
C -0.452 -4.624 0.207 0.3 -1.3 0.2 -0.3858
C -1.893 -4.046 0.723 1.0 -0.5 0.7 -0.3171
C -2.122 -2.436 0.531 -2.6 -1.5 0.0 0.6406
I -1.358 -1.665 -1.421 -0.3 -0.3 1.0 0.0228
O -1.705 -1.601 1.668 3.9 -0.5 -0.9 -0.1327
C -0.266 -1.687 1.943 1.6 -5.2 4.6 0.0444
O 0.188 -2.616 2.815 -2.8 6.7 -6.1 -0.4309
C 0.892 -0.665 1.315 2.5 2.8 -1.9 0.9407
C 1.034 0.907 1.874 0.9 -1.2 -1.3 -0.0275
F 0.043 1.212 2.942 3.9 -0.6 -4.0 -0.2926
C 2.191 1.968 1.290 -2.4 -3.2 0.7 0.2109
C 2.135 3.464 1.940 -0.8 3.3 1.5 0.4064
F 0.765 3.906 2.405 4.5 -2.2 -1.7 -0.2382
F 2.973 3.539 3.196 -2.6 0.1 -5.1 -0.1142
F 2.460 4.590 0.985 -0.5 -4.2 3.2 -0.1801
N 3.218 1.487 0.227 -2.5 -4.4 1.7 0.4614
P 4.504 2.589 -0.318 1.2 3.3 -0.8 0.3565
C 5.405 3.442 1.188 0.7 0.3 0.7 -0.9358
C 5.935 1.859 -1.278 2.0 -2.4 0.4 -0.8373
C 3.108 0.059 -0.348 -1.7 -2.0 1.3 -0.1435
O 3.963 -0.513 -1.400 -3.2 3.3 2.2 -0.3385
C 3.355 0.014 -2.666 -1.4 0.8 -2.6 0.4248
C 3.075 -1.145 -3.791 0.5 0.3 -0.4 -0.9342
N 1.688 -1.747 -3.702 0.1 0.1 -1.5 -0.1329
C 1.524 -2.770 -4.835 0.3 -1.0 -1.5 -0.8490
C 2.106 -4.254 -4.447 -0.3 -0.9 0.9 0.5454
C 1.096 -5.055 -3.400 0.3 0.4 0.6 -0.6750
O 2.253 -5.140 -5.629 0.2 -0.1 1.4 -0.5796
C 1.964 -1.056 0.148 -1.1 3.0 2.5 -0.2747
O 1.896 -2.436 -0.400 4.1 1.5 3.2 0.3670
C 3.013 -3.157 0.255 4.1 -4.1 3.4 0.4608
N 3.895 -3.871 0.874 -7.7 6.3 -5.5 -0.5306
H -0.494 -5.807 0.368 0.1 2.6 -0.3 0.3677
H 0.483 -4.260 0.815 -2.0 -0.6 -1.1 0.0732
H -0.224 -4.471 -0.931 -0.7 -0.1 2.2 -0.1203
H -1.966 -4.258 1.895 0.1 0.6 -2.5 0.2674
H -2.728 -4.724 0.231 1.5 2.0 0.8 0.3303
H -3.303 -2.285 0.441 2.8 0.1 0.4 -0.7159
H 5.025 4.566 1.265 0.5 -2.7 -0.1 0.2686
H 6.569 3.530 0.950 -2.6 -0.5 0.4 0.4177
H 5.264 2.843 2.188 0.3 1.4 -1.9 0.2708
H 6.920 2.484 -1.046 -2.4 -1.0 -0.3 0.3252
H 6.163 0.771 -0.842 -0.3 2.2 -1.1 0.3233
H 5.844 1.794 -2.442 -0.3 0.2 2.4 0.2549
H 4.030 0.833 -3.176 -1.0 -1.9 1.4 -0.4250
H 2.322 0.561 -2.429 2.1 -1.2 -0.4 0.2440
H 3.168 -0.689 -4.886 0.3 -0.5 2.3 0.4267
H 3.917 -1.951 -3.700 -1.7 1.4 -0.1 0.2773
H 1.005 -0.981 -3.968 1.2 -1.1 0.6 0.2664
H 2.108 -2.397 -5.805 -1.1 -0.8 1.9 0.2790
H 0.404 -2.910 -5.161 2.1 0.5 0.9 0.3707
H 3.176 -4.105 -3.981 -2.1 -0.3 -0.6 0.0715
H 0.082 -4.476 -3.232 2.0 -1.2 -0.5 0.0070
H 0.864 -6.151 -3.762 0.5 2.3 0.5 0.3703
H 1.626 -5.143 -2.361 -1.1 0.2 -1.8 0.1461
H 2.475 -6.089 -5.330 -0.5 2.5 -0.4 0.3383
C -0.391 4.856 -1.052 -0.2 0.1 0.4 0.2320
Br -2.188 4.269 -1.508 0.7 0.2 0.1 0.0902
Br 0.950 4.047 -2.206 -0.2 0.1 0.2 0.0222
Br -0.248 6.796 -1.026 0.2 -0.6 -0.6 -0.0109
H -0.189 4.507 -0.034 -0.1 0.2 -0.4 -0.3510
C -6.639 -1.676 0.132 -0.3 0.3 0.0 -0.0166
Br -5.487 -2.567 -1.159 -0.2 0.1 0.2 -0.0210
Br -8.403 -2.493 0.213 0.7 0.2 -0.1 0.0189
Br -5.810 -1.569 1.888 -0.2 -0.1 -0.5 0.0530
H -6.778 -0.649 -0.220 0.1 -0.4 0.1 -0.0303
C -9.912 -5.461 2.683 -0.1 -0.1 0.2 -0.3687
Br -10.784 -4.969 1.015 0.2 -0.2 0.4 -0.0441
Br -8.517 -6.789 2.406 -0.3 0.4 0.0 -0.0054
Br -9.248 -3.902 3.639 -0.1 -0.4 -0.3 0.0379
H -10.674 -5.925 3.317 0.3 0.2 -0.3 0.3574
C -2.769 8.003 2.378 -0.3 0.0 0.2 -0.4073
Br -3.641 8.495 0.710 0.3 -0.1 0.4 -0.0188
Br -1.374 6.675 2.101 -0.4 0.3 0.6 0.0935
Br -2.105 9.561 3.334 -0.1 -0.4 -0.3 -0.0162
H -3.531 7.539 3.012 0.4 0.2 -0.3 0.3547
C -5.553 1.917 -2.459 0.0 -0.1 -0.2 -0.3975
Br -5.169 3.776 -2.882 -0.3 -0.5 0.1 -0.0739
Br -4.457 1.267 -0.990 -0.3 0.2 -0.3 0.1116
Br -7.449 1.626 -2.132 0.5 0.1 0.0 -0.0348
H -5.287 1.326 -3.342 -0.1 0.3 0.4 0.4359
C 4.749 5.019 -4.261 0.0 0.5 -0.1 -0.3432
Br 4.274 5.654 -6.038 0.2 -0.3 0.6 -0.0182
Br 3.996 3.263 -3.895 0.1 0.5 -0.4 0.1265
Br 6.672 5.057 -3.969 -0.5 -0.1 -0.1 -0.0339
H 4.302 5.714 -3.543 0.1 -0.4 -0.3 0.4007
C -4.985 -2.189 6.311 -0.1 0.0 0.3 -0.3919
Br -4.247 -3.898 6.874 -0.2 0.5 -0.2 -0.0136
Br -4.037 -1.462 4.775 -0.1 -0.2 0.4 -0.0114
Br -6.901 -2.297 5.993 0.6 0.0 0.1 -0.0069
H -4.838 -1.488 7.139 -0.1 -0.3 -0.4 0.3672
C 3.337 2.607 7.036 0.0 0.0 0.3 -0.3608
Br 4.753 3.841 6.530 -0.3 -0.3 0.1 -0.0484
Br 2.280 2.049 5.502 0.1 -0.1 0.7 0.0011
Br 4.026 1.085 8.032 -0.2 0.4 -0.3 -0.0128
H 2.664 3.150 7.708 0.3 -0.2 -0.3 0.3683
```
Forces are in eV/Å.

net charge	+1
Kohn-Sham gap	0.208	hartree
HOMO energy	-11.488	eV

=====

The following is a DFT calculation (ωB97M-V/def2-TZVPD) of C26H32Cl2CoGe2I2NO as an isolated structure.

```
67
Properties=species:S:1:pos:R:3:forces:R:3:mulliken_charge:R:1
Co 1.890 -1.674 0.560 0.1 -0.7 0.1 0.4694
C 3.328 3.015 1.598 0.1 0.1 0.0 -1.2435
C 2.531 1.712 1.621 0.0 -0.1 0.0 -0.0987
Ge 1.296 1.552 0.094 -0.1 0.5 0.0 -0.2190
C 2.036 1.647 -1.743 0.0 -0.1 0.0 -0.6251
C 3.128 2.689 -1.965 0.1 0.0 0.0 -1.2287
C 0.112 3.147 0.187 0.0 -0.1 0.0 -0.0218
C -1.162 2.717 0.115 0.1 0.0 0.0 -0.4243
Ge -1.007 0.729 0.059 0.0 -0.1 0.0 -0.0678
C -1.537 0.055 -1.720 0.0 0.1 0.0 -0.2777
C -2.975 0.344 -2.142 -0.1 0.0 0.0 -1.2708
C -1.711 -0.145 1.673 0.1 0.0 0.0 -0.0919
C -3.192 0.039 1.987 -0.1 0.0 0.0 -1.2634
C -2.359 3.589 0.072 0.0 0.0 0.0 0.5191
C -2.268 4.984 0.002 0.0 -0.1 0.0 -0.4218
C -3.401 5.776 -0.041 0.0 0.0 0.0 -0.7145
C -4.665 5.197 -0.019 0.0 0.0 0.0 -0.4306
C -4.775 3.817 0.045 0.0 0.0 0.0 -1.1523
C -3.635 3.027 0.088 0.0 0.0 0.0 0.3230
H 3.835 3.179 2.553 0.0 0.0 0.0 0.3947
H 2.690 3.884 1.416 0.0 0.0 0.0 0.2426
H 4.097 3.004 0.823 0.0 0.0 0.0 0.2678
H 1.885 1.674 2.501 0.0 0.0 0.0 0.4377
H 3.190 0.851 1.709 0.0 0.0 0.0 0.2399
H 1.162 1.894 -2.353 0.0 0.0 0.0 0.5271
H 2.374 0.664 -2.073 0.0 0.0 0.0 0.4208
H 2.816 3.679 -1.622 0.0 0.0 0.0 0.3141
H 3.392 2.776 -3.023 0.0 0.0 0.0 0.3564
H 4.043 2.432 -1.426 0.0 0.0 0.0 0.2320
H 0.369 4.206 0.258 0.0 0.0 0.0 0.3063
H -1.324 -1.012 -1.740 0.0 0.0 0.0 0.2036
H -0.847 0.531 -2.422 0.0 0.0 0.0 0.3695
H -3.696 -0.083 -1.439 0.0 0.0 0.0 0.2213
H -3.196 -0.085 -3.124 0.0 0.0 0.0 0.3578
H -3.170 1.416 -2.199 0.0 0.0 0.0 0.3762
H -1.103 0.252 2.490 0.0 0.0 0.0 0.5047
H -1.451 -1.200 1.599 0.0 0.0 0.0 0.1487
H -3.441 1.085 2.180 0.0 0.0 0.0 0.3286
H -3.472 -0.530 2.877 0.0 0.0 0.0 0.3600
H -3.831 -0.310 1.170 0.0 0.0 0.0 0.2299
H -1.292 5.451 -0.024 0.0 0.0 0.0 0.3300
H -3.301 6.853 -0.097 0.0 0.0 0.0 0.3795
H -5.552 5.816 -0.055 0.0 0.0 0.0 0.3740
H -5.752 3.349 0.062 0.0 0.0 0.0 0.3719
H -3.738 1.951 0.133 0.0 0.0 0.0 0.6088
Cl -0.334 -8.190 -0.430 0.0 0.0 0.0 -0.3002
C -0.211 -6.453 -0.303 0.0 0.0 0.0 0.5616
C -1.330 -5.684 -0.413 -0.1 0.0 0.0 -0.7460
C -1.268 -4.283 -0.322 0.2 0.1 0.0 -0.0360
I -3.036 -3.200 -0.453 -0.1 0.0 0.0 0.0571
C -0.067 -3.602 -0.130 0.0 0.0 0.0 0.0655
O 0.068 -2.323 -0.071 -0.1 0.1 -0.1 -0.5555
C 1.100 -4.450 0.020 0.0 0.0 -0.1 0.4626
N 2.254 -3.787 0.259 0.2 0.1 0.1 -0.4467
C 3.375 -4.455 0.401 -0.1 0.0 0.0 -0.0373
C 3.421 -5.856 0.312 0.0 0.0 0.0 -0.8588
C 2.267 -6.551 0.081 0.0 0.0 0.0 -0.7406
C 1.050 -5.854 -0.072 0.0 0.0 0.0 0.3614
H -2.289 -6.158 -0.572 0.0 0.0 0.0 0.3909
H 4.261 -3.868 0.607 0.0 0.0 0.0 0.3023
H 4.366 -6.367 0.434 0.0 0.0 0.0 0.3957
H 2.270 -7.631 0.019 0.0 0.0 0.0 0.3941
I 1.615 -1.698 3.181 0.0 0.1 0.0 -0.5222
Cl 5.011 -1.385 0.780 0.0 0.0 0.0 -0.2841
C 3.597 -0.909 -0.287 -0.1 0.1 -0.1 -0.8632
H 3.804 -1.400 -1.243 0.0 0.0 0.0 0.6222
H 3.756 0.155 -0.443 0.0 0.0 0.0 0.1138
```
Forces are in eV/Å.

expectation value of S²	3.7600
energy above the lowest of the compared OMol25 structures with the same formula, charge and spin	0.00	kcal/mol
net charge	-1
Kohn-Sham gap (spin up / spin down)	0.270 / 0.272	hartree
HOMO energy (spin up / spin down)	-5.059 / -5.213	eV
spin multiplicity	4